[1]
43
Properties=species:S:1:pos:R:3:forces:R:3:lowdin_charge:R:1 method="wB97M-V/def2-TZVPD" e_homo_ev=-21.966 total_energy_ha=-4726.33019 lumo_energy_ev=-15.3 max_force_ha_per_bohr=0.0979 relative_energy_kj_mol=138.43 total_charge=+4
W 0.2938 0.1577 0.3247 -3.16 -1.75 -3.51 0.570
C 0.8402 3.1487 1.3313 -0.17 0.33 0.13 -0.426
C 1.4394 3.2816 -0.0551 0.06 0.08 -0.20 -0.438
S 1.8467 1.6953 -0.8883 -0.35 -0.71 1.55 0.909
C 3.3487 1.0837 0.0257 0.24 0.24 -0.20 -0.426
C 3.5528 -0.3945 -0.2412 0.07 -0.19 -0.09 -0.438
S 2.1818 -1.4866 0.3094 -0.63 1.44 0.79 0.909
C 2.3361 -1.4974 2.1643 0.30 -0.27 -0.02 -0.426
C 1.0456 -1.9893 2.7898 -0.15 -0.13 0.08 -0.437
S -0.4361 -0.9607 2.4402 1.13 1.15 -0.67 0.909
C -0.1720 0.5677 3.4694 -0.13 -0.18 0.33 -0.426
C -1.0677 1.6868 2.9759 -0.18 0.14 -0.02 -0.437
S -0.7715 2.2215 1.2429 1.41 -1.01 0.10 0.909
H 0.6112 4.1557 1.6964 -0.03 -0.12 0.08 0.125
H 1.5032 2.6694 2.0587 -0.06 0.05 -0.08 0.089
H 2.3416 3.9002 -0.0363 -0.05 -0.04 0.01 0.127
H 0.7276 3.7584 -0.7340 0.11 0.04 -0.05 0.107
H 3.2641 1.3369 1.0875 0.01 -0.04 -0.11 0.089
H 4.2122 1.6212 -0.3810 -0.11 0.07 0.07 0.125
H 4.4804 -0.7525 0.2152 -0.06 0.03 -0.02 0.127
H 3.6212 -0.5823 -1.3159 0.07 -0.09 0.04 0.107
H 2.6530 -0.5099 2.5151 -0.04 -0.11 -0.03 0.089
H 3.1258 -2.2136 2.4160 0.03 0.12 -0.08 0.125
H 1.1466 -2.0872 3.8747 0.00 0.01 -0.06 0.127
H 0.7806 -2.9731 2.3940 -0.05 -0.01 0.11 0.107
H 0.8923 0.8234 3.4857 -0.11 -0.02 0.00 0.089
H -0.4749 0.3213 4.4927 0.11 -0.07 -0.07 0.125
H -0.9923 2.5656 3.6231 0.00 -0.05 -0.04 0.127
H -2.1130 1.3670 2.9759 -0.01 0.12 0.02 0.107
C -1.8004 -2.9481 -3.6611 0.03 -0.03 0.00 -0.183
As -2.6390 -1.3688 -2.9029 -0.74 -0.41 -0.82 1.015
C -4.2895 -1.7620 -1.9594 -0.02 0.01 0.05 -0.182
C -2.8128 0.0869 -4.1743 0.02 0.07 -0.01 -0.182
S -1.1643 -0.6330 -1.2895 2.07 1.11 2.29 0.302
H -2.5108 -3.2998 -4.4257 0.00 0.15 0.12 0.087
H -1.6679 -3.7414 -2.9195 -0.11 0.26 0.04 0.071
H -0.8504 -2.7153 -4.1508 -0.17 0.18 0.13 0.070
H -4.9759 -2.1254 -2.7402 0.19 0.06 -0.01 0.087
H -4.7247 -0.8684 -1.5025 0.23 -0.03 -0.15 0.071
H -4.1604 -2.5530 -1.2147 0.19 0.11 -0.17 0.071
H -3.5129 -0.2914 -4.9358 0.07 -0.08 0.17 0.088
H -1.8625 0.3228 -4.6625 -0.06 -0.19 0.19 0.071
H -3.2458 0.9819 -3.7179 0.06 -0.25 0.11 0.071

[2]
43
Properties=species:S:1:pos:R:3:forces:R:3:mulliken_spin:R:1 method="wB97M-V/def2-TZVPD" e_homo_ev="-12.029 / -12.726" total_energy_ha=-1550.01567 lumo_energy_ev="-4.2 / -4.2" max_force_ha_per_bohr=0.1115 spin_multiplicity=2 total_charge=+1
N 3.4536 -4.2276 2.7090 -0.78 1.02 -2.66 0.000
P 2.8458 -3.8084 1.2684 3.86 -2.58 2.72 0.000
N 1.6077 -2.5114 1.4130 -1.54 0.35 -0.88 0.001
C 0.5753 -2.9092 2.4701 -0.59 -0.35 0.72 -0.001
C -0.2417 -4.1419 1.8495 -0.04 -4.38 3.31 0.001
O -0.2324 -5.2107 2.5088 -0.15 4.84 -3.08 0.000
Cl -1.1286 -4.1193 0.2538 1.19 0.69 1.52 0.000
H 4.4642 -4.0359 2.6009 -0.52 0.00 0.57 0.000
H 2.1756 -4.9386 0.6629 -0.32 1.41 0.00 0.000
H 3.9389 -3.3792 0.4151 -1.48 0.15 -0.08 0.000
H 1.0950 -2.4779 0.5009 0.18 0.43 0.46 0.000
H 1.9829 -1.5578 1.5693 0.04 -0.43 -0.01 0.001
H -0.0657 -2.0207 2.7883 0.74 -1.14 -0.96 0.000
H 1.1046 -3.2827 3.4297 -0.67 0.35 -1.85 0.000
C -2.0660 2.0049 0.8085 -0.31 0.01 -0.14 0.016
C -0.5630 1.9816 0.4248 -1.30 0.82 1.66 0.025
C -0.1822 3.2990 -0.2885 0.31 -0.10 -0.40 0.022
C -0.6890 3.3875 -1.7242 -0.18 -0.07 0.08 -0.017
C -0.2851 2.1542 -2.5232 0.33 0.30 0.28 0.022
C -0.6900 0.8291 -1.8448 -1.55 -0.80 -1.55 0.027
N -0.2800 0.7700 -0.4073 4.21 1.14 -0.79 0.333
O 1.0641 0.5472 -0.3718 -2.37 -0.58 0.44 0.578
C -2.2208 0.6319 -1.9676 -0.22 0.18 0.17 0.013
C -0.1096 -0.3465 -2.6733 0.67 0.16 0.49 -0.009
C 0.1691 1.9477 1.7936 0.57 -0.38 -0.50 -0.009
H -2.4667 0.9929 0.9194 0.06 0.08 -0.09 -0.009
H -2.2310 2.5062 1.7672 0.27 -0.02 -0.15 0.001
H -2.6831 2.5457 0.0901 0.05 -0.15 -0.02 0.001
H 0.9099 3.4078 -0.3035 -0.08 -0.19 0.08 0.002
H -0.5626 4.1545 0.2801 -0.03 -0.28 0.14 0.003
H -1.7770 3.5113 -1.7377 0.06 -0.02 0.00 0.000
H -0.2769 4.2812 -2.1993 -0.05 -0.05 0.03 0.002
H -0.7282 2.2158 -3.5228 -0.04 -0.29 0.14 0.002
H 0.8013 2.1797 -2.6732 -0.06 -0.18 0.12 0.002
H -2.5506 -0.2485 -1.4070 0.07 0.10 -0.01 -0.006
H -2.5109 0.4767 -3.0113 0.28 -0.01 0.11 0.000
H -2.8031 1.4872 -1.6323 0.06 -0.05 0.10 0.001
H 0.9769 -0.2859 -2.7848 -0.13 0.04 0.19 0.000
H -0.5195 -0.3470 -3.6865 -0.15 0.18 0.24 0.000
H -0.3550 -1.3093 -2.2171 -0.05 0.03 0.03 0.000
H -0.0660 1.0306 2.3441 -0.05 0.03 -0.04 -0.002
H -0.1353 2.7940 2.4156 -0.19 -0.11 -0.28 0.000
H 1.2550 2.0218 1.6931 -0.12 -0.14 -0.13 0.001

[3]
45
Properties=species:S:1:pos:R:3:forces:R:3:mulliken_spin:R:1 method="wB97M-V/def2-TZVPD" e_homo_ev="-3.695 / -8.007" total_energy_ha=-2909.81517 lumo_energy_ev="-0.6 / -2.8" max_force_ha_per_bohr=0.0846 relative_energy_kj_mol=0.00 spin_multiplicity=5 total_charge=0
C -0.7737 0.9174 -3.4176 -1.21 -1.79 1.85 -0.065
C -0.8081 0.3798 -2.1299 -0.55 0.51 -2.90 0.196
N 0.0249 0.9016 -1.2065 -0.14 -1.40 2.88 0.282
C 0.8047 1.9753 -1.4160 1.37 2.29 -2.03 0.300
C 0.8266 2.5625 -2.6818 0.74 -0.42 2.15 -0.141
C 0.0479 2.0064 -3.6903 0.39 1.02 -1.58 0.457
C -1.6812 -0.7692 -1.6925 -0.34 -0.48 0.06 0.025
P -1.8592 -0.7559 0.1623 -0.98 -0.58 -1.38 0.039
Co 0.0953 -0.0024 0.4849 -0.06 0.96 1.07 2.002
P 1.7164 1.2083 1.0942 1.09 0.13 -1.68 -0.205
C 1.6128 2.4944 -0.2392 -0.23 0.34 0.07 -0.020
O -0.5465 -3.3511 -2.0392 0.89 -1.00 0.20 0.003
O 0.4860 -3.5408 0.4614 0.47 -0.13 0.95 0.007
H -1.4309 0.4747 -4.1569 0.05 0.15 -0.11 -0.001
H 1.4888 3.4109 -2.8290 -0.19 -0.03 -0.19 -0.010
H 0.0762 2.4326 -4.6882 -0.02 -0.07 0.11 0.052
C -3.3145 0.2749 0.4830 -0.15 0.09 0.14 0.024
C -2.4032 -2.4015 0.6737 -0.20 -0.25 -0.01 0.019
H 2.6249 2.7888 -0.5554 -0.24 0.00 0.14 0.004
H 1.1387 3.3863 0.2057 0.06 -0.18 -0.05 0.019
H -1.2382 -1.7713 -1.9750 -0.53 1.28 0.44 -0.011
H -2.6815 -0.6991 -2.1439 0.20 -0.03 -0.03 0.007
C 2.1029 2.0698 2.6392 -0.20 0.02 0.20 0.011
C 3.3097 0.4072 0.7057 0.19 0.03 0.22 0.018
H 0.7313 -2.6055 0.6986 -0.19 -0.29 -0.21 0.001
H 0.4183 -3.9918 1.3240 0.07 0.16 -0.66 -0.002
H -0.0888 -3.5794 -1.1857 -0.34 0.16 -0.79 -0.002
H 0.1199 -3.4164 -2.7402 -0.20 -0.05 0.35 0.000
H 0.0036 0.7584 1.7847 -0.44 0.47 0.34 0.006
H 0.8523 -1.1465 1.0484 1.09 -1.16 0.37 0.060
H -4.1824 -0.1212 -0.0651 0.19 0.17 0.21 0.000
H -3.5045 0.2526 1.5651 -0.10 0.12 -0.29 -0.001
H -3.1124 1.3059 0.1696 -0.07 -0.22 0.07 0.005
H -3.2806 -2.7238 0.1020 0.11 0.03 0.11 0.001
H -1.5866 -3.1197 0.5519 -0.33 0.25 -0.05 -0.007
H -2.6618 -2.3482 1.7356 -0.03 -0.05 -0.08 -0.001
H 4.1136 1.1568 0.6849 -0.09 -0.24 0.05 -0.001
H 3.5035 -0.3450 1.4804 0.09 0.10 -0.25 0.001
H 3.2380 -0.0897 -0.2691 -0.05 0.13 0.25 -0.004
H 2.9793 2.7228 2.5175 -0.26 -0.24 0.02 0.001
H 1.2320 2.6525 2.9593 0.23 -0.05 -0.03 -0.005
H 2.3064 1.3090 3.4044 0.02 0.23 -0.10 0.003
O -0.5167 0.7143 3.9144 0.33 -2.54 2.25 0.285
N -0.2865 -0.3879 4.4357 0.62 0.23 -4.30 0.393
O 0.1033 -1.3969 3.8348 -1.05 2.32 2.23 0.255

[4]
49
Properties=species:S:1:pos:R:3:forces:R:3:lowdin_charge:R:1 method="wB97M-V/def2-TZVPD" e_homo_ev=1.909 total_energy_ha=-2268.07651 lumo_energy_ev=5.9 max_force_ha_per_bohr=0.1062 total_charge=-3
Na -26.3102 9.2931 18.7713 -1.00 -1.40 0.13 0.427
F -26.1900 6.5990 19.7454 1.19 0.27 0.46 -0.717
F -28.8304 8.9757 19.6137 0.26 0.85 0.09 -0.838
C -25.8247 9.2008 15.0609 0.84 -0.10 0.40 -0.142
C -27.1682 8.7784 15.6572 0.28 -2.69 0.54 -0.613
C -28.0626 8.4094 14.3597 -0.58 0.41 1.67 -0.109
O -27.0750 7.7788 16.6784 0.24 2.57 -2.77 -0.315
H -25.1950 8.3340 14.8603 0.08 -0.18 -0.02 0.059
H -25.3353 9.8275 15.8064 0.44 -0.05 0.07 0.049
H -25.8914 9.8024 14.1544 -0.23 0.18 -0.33 0.039
H -27.4558 9.7417 16.0785 -1.34 0.47 0.10 0.087
H -27.5696 7.7681 13.6291 0.32 0.01 0.06 0.038
H -28.4300 9.3258 13.8979 0.34 0.38 -0.46 0.027
H -28.9942 7.9294 14.6593 0.07 -0.39 0.30 0.039
C -22.9591 11.5182 19.7448 -4.09 -1.29 -3.37 -0.358
O -22.2947 12.1713 18.5961 0.01 0.12 0.91 -0.135
O -23.9887 10.6486 19.1745 3.34 1.66 2.59 -0.254
C -21.8842 11.1158 20.7763 -0.89 -1.37 -1.37 -0.611
F -21.1281 10.0376 20.4794 -0.34 -0.02 0.12 0.104
F -21.0572 12.1127 20.9318 1.74 1.85 0.18 0.144
F -22.4303 10.9495 21.9885 -0.41 -0.65 0.28 0.117
C -23.0221 13.2367 17.9973 1.40 0.56 -0.14 -0.285
C -22.6031 14.6266 18.5186 -0.17 -1.01 -0.11 -0.102
H -23.0104 14.7003 19.5269 0.51 0.56 0.15 0.063
H -21.5193 14.6767 18.4141 0.05 0.24 0.61 0.063
H -23.0328 15.3717 17.8490 -0.21 0.20 0.14 0.056
H -24.1115 13.2339 18.0329 -0.02 -1.01 -0.06 0.118
H -22.6195 13.2524 16.9845 -0.69 -0.38 -0.44 0.105
H -23.4220 12.3354 20.2980 -0.42 0.39 0.33 0.121
C -23.3027 7.3929 18.0577 0.31 -0.20 0.16 -0.238
S -21.5697 7.4203 18.5842 1.50 -1.03 -1.64 0.826
O -20.9672 6.0545 18.1738 -0.71 1.16 0.75 -0.647
C -20.9626 8.5277 17.2033 -1.43 0.29 0.53 -0.247
H -23.3519 6.6899 17.2261 -0.03 0.19 -0.11 0.062
H -23.6827 8.3881 17.8269 0.23 0.03 -0.03 0.040
H -23.8977 6.9916 18.8781 -0.27 -0.10 0.12 0.019
H -21.3900 8.0569 16.3180 0.07 0.12 -0.10 0.039
H -19.9195 8.7947 17.0341 0.20 -0.73 0.69 0.036
H -21.4815 9.4600 17.4262 -0.20 0.21 -0.28 0.026
C -24.6318 8.4870 22.2225 1.58 -0.59 1.41 -0.212
S -22.9942 7.7362 22.6435 -0.92 -0.44 0.92 0.810
O -22.9645 7.6283 24.1880 -0.01 0.09 -1.53 -0.641
C -23.3508 6.0777 22.0076 0.67 -0.54 0.40 -0.272
H -25.3187 7.9126 22.8441 -0.30 -0.03 -0.48 0.057
H -24.7931 8.4502 21.1451 -0.24 0.13 0.18 0.037
H -24.4475 9.4392 22.7199 -0.54 0.41 -0.63 0.025
H -23.7490 5.4353 22.7930 -0.56 0.48 0.23 0.044
H -22.3910 5.5975 21.8170 0.16 0.20 -0.50 0.029
H -24.0072 6.0800 21.1374 -0.18 0.17 -0.15 0.030

[5]
43
Properties=species:S:1:pos:R:3:forces:R:3:mulliken_spin:R:1 method="wB97M-V/def2-TZVPD" e_homo_ev="-3.804 / -7.515" total_energy_ha=-2883.26225 lumo_energy_ev="0.0 / -1.1" max_force_ha_per_bohr=0.1025 spin_multiplicity=6 total_charge=0
C -2.7641 -3.4043 -0.5008 2.39 1.11 -2.69 0.350
C -1.6574 -2.5149 -0.6240 -1.01 -0.59 1.00 -0.116
N -1.5268 -1.5279 0.3429 2.87 0.80 -1.96 0.300
C -2.2363 -1.5137 1.4696 -1.57 0.14 1.51 0.419
C -3.1811 -2.5255 1.7100 0.71 0.01 -0.94 0.005
C -3.4367 -3.4487 0.7000 -2.30 -0.43 2.77 0.322
C -0.6195 -2.7030 -1.5632 -1.29 1.48 -1.53 0.541
P 0.7357 -1.4677 -1.5654 -0.88 -1.22 1.01 0.076
Fe 0.0741 0.0545 -0.0557 0.17 -1.33 1.59 2.915
P -0.9497 0.9147 1.7416 -0.99 -0.45 1.35 0.008
C -1.8767 -0.4768 2.5343 0.32 -0.64 -0.35 0.016
O -2.4974 -1.0892 -4.3503 -3.33 3.03 -2.06 0.007
O -1.4258 1.8424 -3.5034 2.10 -0.58 -0.61 0.001
H -3.0021 -3.9794 -1.3866 -0.07 -0.42 0.30 0.021
H -3.5988 -2.5605 2.7012 -0.50 -0.23 0.06 0.000
H -4.2280 -4.1841 0.8385 0.22 0.10 0.08 0.054
C 1.8959 -2.6839 -0.8938 0.59 -0.24 -0.47 0.055
C 1.3804 -0.9521 -3.1649 0.02 -0.66 -0.68 0.014
H -2.7493 -0.1390 3.1185 0.28 -0.07 -0.26 0.015
H -1.1757 -0.9616 3.2373 0.01 0.26 0.04 0.039
H -2.0382 -1.6110 -3.7971 3.01 -3.15 2.97 -0.001
H -0.8842 -3.2993 -2.4560 0.48 -0.06 0.60 -0.020
C -0.0160 1.6403 3.1060 -0.14 0.35 0.36 0.023
C -2.3104 2.0718 1.4130 0.09 0.27 0.14 0.004
H -0.7103 0.8713 -1.1387 -0.99 0.44 -1.68 0.027
H -0.5203 1.5621 -3.8339 -1.45 1.01 0.46 0.000
H -1.7860 0.9633 -3.3831 -0.72 -0.38 -0.02 0.000
H -3.3292 -0.9953 -3.8416 0.36 0.11 -0.70 -0.001
H 1.7055 0.1477 0.6372 -0.99 -0.55 -0.07 -0.059
H -0.4838 1.5466 -0.8343 -0.19 0.23 0.15 -0.016
H 1.9067 -3.4885 -1.6358 0.40 -0.16 0.25 -0.006
H 2.8951 -2.2903 -0.7233 0.15 -0.02 0.02 0.003
H 1.4728 -3.0768 0.0359 0.07 0.19 -0.18 0.000
H 1.3554 -1.8326 -3.8110 0.29 0.18 -0.33 0.005
H 0.8176 -0.1412 -3.6434 0.02 -0.28 0.34 -0.002
H 2.4120 -0.6163 -3.0150 -0.15 -0.11 -0.06 0.004
H -2.8354 2.2700 2.3572 -0.02 0.11 -0.32 -0.002
H -1.8975 2.9991 0.9979 -0.25 -0.10 0.06 -0.002
H -2.9936 1.6142 0.6857 0.15 0.13 0.19 0.000
H -0.7119 1.9487 3.8978 0.31 0.00 -0.03 0.003
H 0.6947 0.9022 3.4978 -0.17 0.18 -0.10 -0.006
H 0.5390 2.5106 2.7395 -0.05 -0.12 0.14 0.003
I 2.1563 1.5533 -0.3118 2.02 1.67 -0.35 0.001

[6]
46
Properties=species:S:1:pos:R:3:forces:R:3:mulliken_spin:R:1 method="wB97M-V/def2-TZVPD" e_homo_ev="-6.300 / -6.308" total_energy_ha=-2761.05187 lumo_energy_ev="-0.5 / -0.5" max_force_ha_per_bohr=0.0637 relative_energy_kj_mol=164.92 spin_multiplicity=2 total_charge=0
C -0.8712 0.7422 -3.2500 0.26 0.57 -0.33 -0.002
C -0.9508 0.2752 -1.9000 -0.35 -0.74 0.58 0.007
N 0.0759 0.5941 -1.0187 -0.14 -0.09 0.48 -0.014
C 0.8161 1.6807 -1.2948 0.20 0.63 -0.90 -0.002
C 0.8002 2.2929 -2.5523 0.53 0.16 0.98 0.001
C -0.0218 1.7848 -3.5588 -0.38 -0.89 -0.11 0.004
C -2.0548 -0.4917 -1.4606 1.10 -0.49 -0.56 -0.001
P -2.6420 -0.7272 0.2030 0.23 -0.98 -0.85 0.030
Yb 0.2642 -1.0231 1.0547 -1.82 2.72 -0.10 0.699
P 2.2619 1.2220 1.1015 0.17 0.52 0.17 -0.006
C 1.6806 2.3396 -0.2180 -0.18 -0.23 -0.45 0.002
O -0.5322 -3.4186 -2.5144 -0.10 0.87 -0.91 0.000
O -0.1840 -3.2933 0.6346 0.66 -1.06 0.09 0.002
H -1.5748 0.3416 -3.9790 0.11 0.16 0.16 0.000
H 1.4736 3.1268 -2.7263 -0.21 -0.04 -0.03 0.000
H 0.0168 2.2132 -4.5629 -0.08 -0.19 0.27 0.000
C -4.1741 0.3020 0.1392 0.14 0.38 0.55 0.002
C -3.4331 -2.4041 0.0647 -0.11 -0.10 0.25 0.011
H 2.5579 2.7846 -0.7008 -0.17 0.09 0.08 0.000
H 1.1233 3.1567 0.2674 -0.03 -0.34 -0.20 0.004
H -1.3117 -2.9169 -2.8729 0.97 -0.53 0.77 0.000
H -2.6086 -0.9753 -2.2748 -0.29 0.38 0.22 0.002
C 2.5744 2.4049 2.4704 -0.20 -0.22 0.45 0.000
C 3.9967 0.9522 0.5494 0.07 -0.44 -0.06 0.001
H 2.7438 -1.8362 1.0025 0.20 -0.15 0.11 0.003
H 0.0849 -4.1322 1.0841 -0.38 1.06 -0.50 0.000
H -0.2410 -3.4839 -0.3212 -0.23 -0.12 -0.13 0.001
H 0.2086 -3.0956 -3.0761 -0.70 -0.33 0.59 0.000
H -0.8470 0.6582 1.3642 0.74 -0.13 0.36 0.255
H 2.9685 -1.1958 1.3324 -0.30 -0.43 -0.15 -0.004
H -4.9074 -0.1536 -0.5403 0.26 0.10 0.13 0.001
H -4.6304 0.4705 1.1264 0.10 -0.08 -0.29 0.000
H -3.8360 1.2601 -0.2736 -0.27 -0.13 0.16 0.001
H -4.2272 -2.4345 -0.6977 0.26 0.03 0.14 0.001
H -2.6769 -3.1703 -0.1633 -0.26 0.27 0.06 -0.002
H -3.8798 -2.6529 1.0412 0.06 0.00 -0.33 -0.001
H 4.5926 1.8720 0.5040 -0.24 -0.15 0.01 0.000
H 4.4818 0.2457 1.2347 0.09 0.21 -0.11 0.000
H 3.9771 0.4808 -0.4394 0.09 0.06 0.06 0.000
H 3.4985 2.9902 2.3338 -0.39 -0.23 -0.09 0.000
H 1.7080 3.0746 2.5605 0.25 -0.22 0.07 0.000
H 2.6330 1.8176 3.4004 0.03 0.38 -0.24 0.000
O 0.1625 -0.8502 5.4127 0.06 0.46 -1.73 0.001
N 0.2615 -0.3948 4.2734 0.20 0.80 -0.02 -0.001
O 0.4000 0.8190 4.0021 -0.15 -2.08 0.55 0.004
O 0.2424 -1.2523 3.2388 0.19 0.50 0.80 0.001